## P
This record from OMol25 describes one molecule with the formula C3H3Cl2F3. The level of theory is the ωB97M-V functional and the def2-TZVPD basis.

SMILES = CC(Cl)(Cl)C(F)(F)F
HOMO-LUMO gap = 12.09 eV

```
11
C3H3Cl2F3 the ωB97M-V functional and the def2-TZVPD basis
Cl -1.260 -0.641 1.287
Cl 1.614 -0.271 0.996
F 0.029 -1.330 -1.335
F -1.298 0.369 -1.527
F 0.835 0.639 -1.744
C -0.151 1.758 0.692
C -0.111 -0.035 -1.071
C 0.014 0.282 0.437
H -1.132 2.081 0.349
H 0.596 2.338 0.170
H -0.089 1.946 1.772
```

## Q
This record from OMol25 describes a 2-piece molecular cluster, C3H3Cl2F3 overall. The level of theory is the ωB97M-V functional and the def2-TZVPD basis.

HOMO-LUMO gap = 9.56 eV

```
11
C3H3Cl2F3 the ωB97M-V functional and the def2-TZVPD basis
Cl -1.287 -1.571 -2.998
Cl 1.320 0.786 -1.351
F -0.552 1.821 -0.070
F 0.283 0.542 2.551
F -2.568 -2.412 -1.060
C 1.093 0.712 1.383
C 0.253 0.730 0.117
C -1.401 -1.845 -1.373
H -0.268 -0.150 -0.191
H 1.550 1.631 1.537
H 1.576 -0.246 1.456
```

Least stable structure: Q

## P
This record from OMol25 describes C29H41Cl3N7O4PdS2Se as an isolated structure. The level of theory is the ωB97M-V functional and the def2-TZVPD basis.

total charge = -1
HOMO-LUMO gap = 6.38 eV

```
88
C29H41Cl3N7O4PdS2Se the ωB97M-V functional and the def2-TZVPD basis
Pd 1.663 0.857 -0.709
Se 6.713 0.038 2.900
Cl -5.352 -0.719 2.017
Cl -4.485 -0.585 -4.575
Cl -2.799 3.901 1.164
S -5.128 2.006 -3.270
S 2.120 0.225 -2.726
O -0.796 1.163 2.395
O 1.752 -1.124 -3.252
O -5.385 -2.042 -0.696
O -0.035 -0.571 3.538
N 4.388 -0.631 1.158
N 2.601 -2.974 2.431
N 2.223 -1.487 4.153
N 1.536 1.769 1.278
N 0.109 -1.801 0.723
N -1.864 -2.603 0.129
N 4.346 -2.467 3.877
C 2.725 -0.556 5.144
C -4.275 0.212 1.005
C 0.060 1.682 -3.888
C 0.133 0.473 2.767
C -5.223 0.294 -3.294
C -1.123 -2.028 1.108
C 2.190 1.541 3.712
C -4.004 -1.722 -0.671
C 5.298 -0.374 1.837
C -3.722 -0.324 -0.155
C -1.037 -2.723 -0.970
C -5.874 -0.220 -2.215
C -6.024 -1.680 -1.907
C 5.146 1.592 -1.278
C 3.235 0.731 4.489
C 1.575 0.872 2.448
C 1.549 1.394 -3.990
C 0.173 -2.232 -0.583
C -2.839 0.479 -0.868
C -3.294 -2.807 0.147
C -4.004 1.505 1.415
C -3.144 2.276 0.658
C -6.314 0.824 -1.344
C 4.587 1.642 -2.693
C -0.823 0.497 -4.260
C -5.981 2.062 -1.783
C 3.046 -2.249 3.510
C 3.886 0.353 -3.118
C -2.537 1.771 -0.474
H -5.632 -2.276 -2.738
H -4.435 1.890 2.327
H -0.637 -0.352 -3.601
H -3.605 -1.769 -1.692
H -0.170 2.532 -4.537
H 1.896 -0.315 5.816
H 5.395 1.835 -3.404
H 2.127 2.307 -3.846
H 1.813 0.937 -4.949
H 3.643 1.375 5.274
H -0.614 0.160 -5.279
H -6.174 3.010 -1.308
H 0.687 2.329 1.337
H -1.377 -3.144 -1.901
H 2.682 2.460 3.382
H 1.388 1.856 4.389
H -1.830 2.369 -1.030
H -0.141 2.000 -2.861
H -6.825 0.633 -0.411
H -1.878 0.769 -4.205
H 2.338 2.388 1.295
H -7.074 -1.936 -1.765
H 3.513 -0.993 5.769
H 5.858 0.774 -1.163
H 3.296 -3.021 1.696
H 4.353 1.419 -0.551
H 5.658 2.522 -1.024
H 4.829 -1.690 4.307
H 1.069 -2.145 -1.176
H -3.538 -3.785 -0.270
H -2.363 0.073 -1.753
H 4.314 -0.516 -2.615
H -3.639 -2.781 1.180
H 2.159 -0.003 2.171
H 3.898 2.488 -2.783
H 4.069 0.497 3.821
H 1.732 -2.611 2.047
H 0.895 -1.062 3.729
H 3.937 0.176 -4.195
H -1.531 -1.777 2.076
H 4.925 -2.863 3.152
```

## Q
This record from OMol25 describes C29H41Cl3N7O4PdS2Se as an isolated structure. The level of theory is the ωB97M-V functional and the def2-TZVPD basis.

total charge = -1
HOMO-LUMO gap = 6.31 eV

```
88
C29H41Cl3N7O4PdS2Se the ωB97M-V functional and the def2-TZVPD basis
Pd 1.199 0.514 1.176
Se -0.469 4.209 5.628
Cl 1.924 -5.552 -3.100
Cl 1.984 2.255 -3.371
Cl -2.230 -0.561 -5.068
S 1.990 -1.105 2.365
S 3.229 -3.175 -4.323
O 1.149 -2.268 2.777
O -2.962 2.297 -0.522
O -1.131 2.100 -1.748
O -1.584 -3.403 -4.294
N -3.494 2.948 4.186
N -2.041 -0.472 0.511
N -3.505 3.025 1.833
N -0.481 1.797 3.879
N -3.437 0.997 2.924
N 0.559 2.404 0.282
N -2.389 -2.047 -0.999
C -0.609 -4.328 -4.746
C -1.289 -2.805 -3.041
C 1.360 -0.173 -2.369
C -0.833 -0.474 -4.026
C 3.597 0.719 3.832
C -1.011 4.350 0.664
C -2.619 -2.622 -2.303
C 2.421 -3.496 0.120
C -0.510 -1.510 -3.152
C -3.452 2.369 2.945
C -3.326 4.463 1.828
C 1.031 0.804 -3.288
C -0.068 0.673 -4.115
C -2.564 -0.746 -0.658
C 3.377 -2.321 0.294
C 3.518 -1.845 1.732
C 2.365 -2.144 -5.387
C 2.667 -0.493 3.930
C -1.840 4.838 1.857
C -0.839 2.810 0.517
C 0.587 -1.320 -2.318
C -1.684 -2.633 0.033
C -1.666 2.341 -0.681
C 1.846 -4.169 -4.120
C 0.765 -3.732 -4.820
C -0.479 2.736 4.566
C -1.477 -1.649 0.952
C 1.087 -2.556 -5.567
C 2.878 2.055 3.967
H -1.388 4.465 2.782
H -3.147 0.621 2.022
H -3.234 2.507 0.497
H 2.848 -1.276 -5.806
H -3.849 4.952 2.659
H 3.149 -1.365 4.380
H 3.745 -2.668 2.416
H 0.836 -2.090 -1.597
H 3.037 -1.471 -0.305
H -3.110 -3.592 -2.213
H 4.353 0.627 4.617
H -3.181 2.349 4.935
H -3.051 3.852 4.273
H -0.929 -1.714 1.879
H 1.183 3.070 0.723
H -1.762 5.929 1.898
H 2.185 -0.028 -1.686
H -1.393 -3.670 0.013
H 2.392 -3.812 -0.924
H 4.142 0.695 2.884
H -0.675 -3.492 -2.444
H 1.413 -3.232 0.441
H -3.777 4.847 0.909
H -3.056 -0.036 -1.306
H 2.105 2.153 3.204
H 3.580 2.885 3.868
H 2.381 2.144 4.934
H 4.370 -2.593 -0.076
H -0.352 1.469 -4.787
H -2.843 0.614 3.648
H -1.412 4.768 -0.265
H 0.730 2.421 -0.722
H -0.011 4.778 0.775
H -1.175 2.316 1.426
H 4.293 -1.081 1.806
H -0.592 -5.210 -4.099
H 0.363 -2.030 -6.174
H 2.738 -4.351 0.722
H -0.950 -4.636 -5.735
H -3.271 -1.957 -2.867
H 1.771 -0.261 4.510
```

Least stable structure: P

## P
This record from OMol25 describes a 2-piece molecular cluster, C2H9OS overall. The level of theory is the ωB97M-V functional and the def2-TZVPD basis.

total charge = +1
HOMO-LUMO gap = 9.22 eV

```
13
C2H9OS the ωB97M-V functional and the def2-TZVPD basis
S 0.029 0.216 -0.605
O -1.556 1.053 1.982
C 0.193 -1.395 0.483
C 1.633 -0.162 -1.682
H -1.940 0.664 2.779
H -0.245 -2.277 -0.120
H -0.841 0.915 0.204
H 1.229 -1.511 0.787
H -2.278 1.684 1.617
H -0.640 -1.211 1.274
H 1.323 -0.532 -2.708
H 2.258 0.809 -1.643
H 2.168 -1.078 -1.178
```

## Q
This record from OMol25 describes a 3-piece molecular cluster, C2H9OS overall. The level of theory is the ωB97M-V functional and the def2-TZVPD basis.

total charge = +1
HOMO-LUMO gap = 9.70 eV

```
13
C2H9OS the ωB97M-V functional and the def2-TZVPD basis
S 0.936 -0.604 -2.152
O -0.420 1.895 -0.916
C 0.473 -1.303 0.495
C 0.260 -1.505 -0.965
H -0.163 -2.025 0.998
H 1.235 0.451 -1.358
H -1.169 1.656 2.741
H 0.273 -0.268 0.769
H 1.520 -1.572 0.682
H -0.337 -2.352 -1.314
H -1.232 2.106 -1.394
H -0.997 0.935 2.659
H -0.378 2.586 -0.243
```

## R
This record from OMol25 describes a 3-piece molecular cluster, C2H9OS overall. The level of theory is the ωB97M-V functional and the def2-TZVPD basis.

total charge = +1
HOMO-LUMO gap = 8.60 eV

```
13
C2H9OS the ωB97M-V functional and the def2-TZVPD basis
S -1.187 -0.547 -0.207
O -0.043 2.253 0.091
C 0.178 -1.347 0.221
C 1.422 -1.229 -0.596
H -0.348 3.109 0.382
H 1.219 -1.578 -1.609
H 0.728 2.379 -0.456
H 1.692 -0.170 -0.692
H 2.267 3.089 2.955
H 0.185 -2.088 1.017
H 2.256 -1.776 -0.169
H 1.923 3.020 3.603
H -0.965 0.854 -0.209
```

Least stable structure: P

## P
This record from OMol25 describes one molecule with the formula C2H5ClNOP. The level of theory is the ωB97M-V functional and the def2-TZVPD basis.

HOMO-LUMO gap (spin up / spin down) = 7.77 / 8.93 eV

```
11
C2H5ClNOP the ωB97M-V functional and the def2-TZVPD basis
Cl 2.169 1.464 -0.287
P 2.207 -1.463 -0.461
O -0.487 -0.054 -1.184
N -1.674 0.372 -1.626
C -0.146 0.098 0.177
C 1.362 -0.017 0.364
H 1.691 -1.156 -1.720
H -0.627 -0.695 0.771
H 1.573 -0.030 1.435
H -0.496 1.073 0.548
H -2.226 0.784 -0.866
```

## Q
This record from OMol25 describes a 2-piece molecular cluster, C2H5ClNOP overall. The level of theory is the ωB97M-V functional and the def2-TZVPD basis.

SMILES = N/P=C/C=O.Cl
HOMO-LUMO gap = 8.50 eV

```
11
C2H5ClNOP the ωB97M-V functional and the def2-TZVPD basis
Cl 4.045 -0.188 -0.371
P -0.705 -0.925 -0.556
O 1.492 0.915 -0.763
N -2.095 -1.643 0.049
C -0.565 0.529 0.336
C 0.633 1.225 0.063
H 2.986 0.569 -0.731
H 0.919 2.285 0.627
H -2.881 -1.030 0.302
H -2.398 -2.567 -0.043
H -1.431 0.830 1.087
```

Least stable structure: P